# 1
# C17H15I2N6O2S2V

A structure of composition C17H15I2N6O2S2V (wB97M-V/def2-TZVPD, the OMol25 dataset).

Last column: Löwdin charge in e.
Atoms and positions in Å:
V 0.2893 -0.4724 -0.0369  0.801
N -0.3202 0.3436 -3.3243  0.117
C 0.9521 0.5084 -2.8655  -0.650
N 1.3071 0.2797 -1.6283  -0.035
C 2.6639 0.5133 -1.4334  -0.311
C 3.3382 0.9060 -2.5362  -0.314
S 2.2636 1.0187 -3.8809  1.102
C 3.1034 0.2701 -0.0676  -0.313
C 4.2948 0.4453 0.5431  -0.315
S 4.1856 -0.0208 2.2051  1.101
C 2.5111 -0.4224 1.9784  -0.639
N 2.0960 -0.2189 0.7520  -0.040
N 1.7009 -0.8539 2.9648  0.142
H -1.0531 0.4786 -2.6457  0.103
H -0.5287 0.6763 -4.2502  0.103
H 4.3864 1.1279 -2.6466  0.086
H 5.2249 0.8064 0.1376  0.084
H 2.0777 -1.1615 3.8420  0.110
H 0.7802 -1.1721 2.6942  0.102
I -4.0871 -2.2718 1.7380  0.937
C -3.3532 -0.3088 1.6369  -0.623
C -4.1694 0.7886 1.9380  -0.211
C -3.6881 2.0709 1.8694  -0.654
I -4.9771 3.6592 2.3588  0.931
C -2.3587 2.3188 1.4578  -0.205
C -1.7377 3.5804 1.3420  -0.018
C -0.4475 3.6591 0.8820  -0.026
C 0.2376 2.4981 0.5125  -0.082
N -0.3013 1.2927 0.6126  -0.007
C -1.5672 1.1990 1.1149  -0.137
C -2.0313 -0.1453 1.2538  -0.429
O -1.1803 -1.1108 0.9972  -0.235
H -5.1925 0.6138 2.2422  0.085
H -2.2767 4.4752 1.6223  0.072
H 0.0428 4.6176 0.7851  0.115
H 1.2489 2.5508 0.1264  0.119
C -1.3554 -3.1197 -1.5513  0.022
C 0.0744 -3.3163 -1.1435  -0.511
N 0.5988 -4.5337 -1.3144  0.204
O 0.7655 -2.4042 -0.6646  -0.050
H -1.7890 -4.0108 -1.9990  0.089
H -1.4112 -2.2945 -2.2612  0.085
H -1.9253 -2.8524 -0.6594  0.050
H 0.0627 -5.2983 -1.6806  0.118
H 1.5450 -4.7098 -1.0176  0.128

Forces on atoms 1 to 3 (eV/Å):
V -0.08 -1.71 -0.72
N 0.12 -0.06 0.00
C 0.40 0.18 -0.14

The value obtained for the gap between HOMO and LUMO (alpha / beta) is 6.91 / 7.40 eV. As for the multiplicity: 4. As for the expectation value of S²: 3.77. The net charge is +1. The energy relative to the best compared isomer or geometry (same formula, charge and spin) comes out at 61.2 kJ/mol.

=====

# 2
# C6H8

An isolated molecule of C6H8 (wB97M-V/def2-TZVPD, the OMol25 dataset).

Last column: Löwdin charge in e.
Atoms and positions in Å:
C 2.0956 -0.7925 -0.6280  -0.031
C 1.6908 -0.8947 0.5840  -0.090
C 0.7277 0.0557 1.1073  -0.224
C -0.1949 0.4628 -0.0566  -0.193
C -1.6314 0.7195 0.2706  -0.145
C -1.2740 -0.1400 -0.9033  -0.121
H 2.8272 -1.2668 -1.2700  0.052
H 0.1018 -0.2448 1.9543  0.111
H 1.2699 0.9567 1.4141  0.124
H 1.3450 0.1194 -0.9868  0.114
H -2.1411 1.6751 0.1748  0.098
H -1.8997 0.1689 1.1720  0.098
H -1.5619 -1.1906 -0.9676  0.105
H -1.3550 0.3714 -1.8647  0.103

Forces on atoms 1 to 3 (eV/Å):
C -0.73 1.24 -1.28
C 0.53 -0.58 0.41
C -0.79 0.42 -0.20

The value obtained for the gap between HOMO and LUMO (alpha / beta) is 8.42 / 8.23 eV. As for the multiplicity: 1. The net charge is 0. The energy relative to the best compared isomer or geometry (same formula, charge and spin) comes out at 584.6 kJ/mol.

=====

# 3
# C2H8NOPS

A cluster of 2 separate species, C2H8NOPS in total (wB97M-V/def2-TZVPD, the OMol25 dataset).

Last column: Löwdin charge in e.
Atoms and positions in Å:
C 3.3107 0.0058 -0.5544  0.095
C -2.1968 -1.5658 0.2228  -0.457
N -0.7719 1.9092 -0.0838  -0.192
O -0.4481 0.1956 1.7417  -0.451
P -0.0346 0.4473 0.3161  0.419
S -1.0174 -0.9120 -0.9882  0.556
H 3.6640 0.4678 -1.3995  -0.050
H 4.0004 -0.1234 0.2789  0.001
H 2.3555 -0.4509 -0.6071  -0.091
H -3.0019 -0.9026 0.3731  0.018
H -1.7387 -1.6040 1.1857  0.008
H -2.7171 -2.4427 -0.0739  0.025
H -0.4848 2.7023 0.5969  0.092
H -0.9193 2.2733 -1.0082  0.027

Forces on atoms 1 to 3 (eV/Å):
C 0.16 -0.70 1.72
C 0.03 0.69 0.18
N 0.93 2.17 1.74

The value obtained for the gap between HOMO and LUMO (alpha / beta) is 7.36 / 8.54 eV. As for the multiplicity: 1. The net charge is 0. The energy relative to the best compared isomer or geometry (same formula, charge and spin) comes out at 457.3 kJ/mol.

=====

# 4
# C4H12NO2

A structure of composition C4H12NO2 (wB97M-V/def2-TZVPD, the OMol25 dataset).

Last column: Löwdin charge in e.
Atoms and positions in Å:
C 0.2670 0.4872 0.7988  -0.275
N 1.4394 -0.3805 0.6076  -0.070
C 1.8340 -0.4137 -0.8577  -0.443
O 1.1406 -1.3640 -1.5172  -0.225
C -0.8649 -0.1404 1.6525  -0.270
C -2.1869 0.4893 1.3792  -0.151
H -0.2028 0.6988 -0.1693  0.105
H 0.5783 1.4042 1.3062  0.100
H 1.0468 -1.3153 0.6575  0.065
H 2.9277 -0.5432 -0.8468  0.085
H 1.5852 0.5942 -1.2313  0.091
H -0.8718 -1.2291 1.5542  0.101
H -0.5052 -0.0022 2.6826  0.096
H -3.0566 0.4304 2.0449  0.058
H -2.6965 0.0852 0.4873  0.076
H -2.1332 1.5398 1.0684  0.069
H 0.7445 0.6817 -3.6326  -0.071
H 0.6318 -0.8674 -2.5395  -0.021
O 0.3227 -0.1546 -3.4448  -0.318

Forces on atoms 1 to 3 (eV/Å):
C -0.60 -0.66 -0.27
N -0.49 -0.04 -0.25
C -0.37 0.41 0.72

The value obtained for the gap between HOMO and LUMO is 7.67 eV. As for the multiplicity: 1. The net charge is -1. The energy relative to the best compared isomer or geometry (same formula, charge and spin) comes out at 83.7 kJ/mol.

=====

# 5
# C10H30ClN6O4V

A structure of composition C10H30ClN6O4V (wB97M-V/def2-TZVPD, the OMol25 dataset).

Last column: Löwdin charge in e.
Atoms and positions in Å:
V 16.1189 20.1439 -24.0939  1.339
Cl 16.9492 19.4406 -20.6254  -0.378
C 17.3961 22.8090 -15.0990  -0.066
C 17.0946 23.9036 -16.1038  -0.412
C 18.2637 24.7646 -16.4231  -0.231
O 18.6856 25.3886 -15.2165  -0.171
C 19.5286 26.4626 -15.3919  -0.133
N 16.4763 23.2487 -17.3275  0.053
H 16.4818 22.4037 -14.6655  0.077
H 18.0511 23.0788 -14.2705  0.080
H 17.9330 21.9784 -15.5571  0.072
H 16.4209 24.6351 -15.6574  0.144
H 17.8657 25.4166 -17.2007  0.122
H 19.1014 24.2951 -16.9388  0.129
H 19.9871 26.6535 -14.4217  0.096
H 18.9851 27.2808 -15.8645  0.093
H 20.4188 26.2877 -15.9961  0.084
H 15.6962 22.7235 -16.9591  0.061
H 17.1419 22.5677 -17.6643  0.054
C 17.2601 13.7602 -20.7440  -0.094
C 16.5512 14.0695 -19.4309  -0.395
C 17.5777 14.6014 -18.3100  -0.184
O 18.4526 13.5329 -17.9597  -0.202
C 19.5415 13.8466 -17.0738  -0.083
N 15.6171 15.1170 -19.8488  0.014
H 16.5365 13.3417 -21.4436  0.073
H 18.0587 13.0202 -20.6930  0.076
H 17.7057 14.6487 -21.1915  0.069
H 16.0644 13.1442 -19.1230  0.140
H 17.0294 15.0522 -17.4828  0.115
H 18.1769 15.3597 -18.8141  0.108
H 20.4170 13.2666 -17.3657  0.083
H 19.2107 13.5083 -16.0918  0.089
H 19.9372 14.8577 -17.1690  0.079
H 14.9664 15.3033 -19.0992  0.061
H 16.0741 16.0172 -19.8200  0.045
C 21.3496 19.5306 -17.4175  -0.771
O 22.1940 19.3581 -16.5615  0.044
N 20.1672 18.9770 -17.3152  0.148
N 21.4797 20.1858 -18.5683  0.153
H 19.4901 18.9695 -18.0646  0.090
H 20.0908 18.4382 -16.4644  0.120
H 20.7532 20.0911 -19.2636  0.093
H 22.3824 20.5614 -18.8216  0.116
C 10.6933 20.1403 -18.9689  -0.818
O 10.3502 21.2853 -19.1836  0.041
N 11.8514 19.6044 -19.1685  0.161
N 9.8902 19.2790 -18.4604  0.156
H 11.9843 18.6565 -18.8459  0.107
H 12.5963 20.0295 -19.7019  0.113
H 9.1776 19.6191 -17.8306  0.129
H 10.1066 18.2961 -18.3759  0.111

Forces on atoms 1 to 3 (eV/Å):
V 0.42 -0.35 1.83
Cl -0.44 0.34 -1.78
C 0.36 -0.50 0.67

The value obtained for the gap between HOMO and LUMO (alpha / beta) is 1.89 / 2.97 eV. As for the multiplicity: 4. As for the expectation value of S²: 4.00. The net charge is +1.

=====

# 6
# C3H2ClF6N

A cluster of 2 separate species, C3H2ClF6N in total (wB97M-V/def2-TZVPD, the OMol25 dataset).

Last column: Löwdin charge in e.
Atoms and positions in Å:
N 0.2718 -0.8302 1.1443  0.234
C -0.3157 0.0755 0.4903  -0.120
C 0.1264 0.4968 -0.9191  -0.508
F 1.2494 1.3516 -0.7974  0.088
F 0.6419 -0.5385 -1.5923  0.064
F -0.7751 1.0581 -1.7335  0.168
C -1.3420 1.0084 1.2003  -0.635
F -2.6010 0.8642 0.9108  0.194
F -1.1080 2.3277 0.9172  0.127
F -1.2122 0.8389 2.4690  0.197
H 0.9439 -1.4823 0.6656  -0.005
Cl 2.1422 -2.7190 -0.7960  0.472
H 1.9783 -2.4513 -1.9591  -0.277

Forces on atoms 1 to 3 (eV/Å):
N -0.72 -0.13 -0.38
C 0.61 0.06 -0.22
C 2.12 0.67 -0.90

The value obtained for the gap between HOMO and LUMO is 11.10 eV. As for the multiplicity: 1. The net charge is 0. As for the SMILES: N=C(C(F)(F)F)C(F)(F)F.Cl. The energy relative to the best compared isomer or geometry (same formula, charge and spin) comes out at 50.1 kJ/mol.

=====

# 7
# C4H9NO3

A cluster of 2 separate species, C4H9NO3 in total (wB97M-V/def2-TZVPD, the OMol25 dataset).

Last column: Löwdin charge in e.
Atoms and positions in Å:
C -2.3063 -0.9762 -0.4625  -0.066
C -0.2294 0.1912 -0.0217  -0.389
C -0.6371 1.2610 0.6732  -0.245
C 1.2001 -0.3530 -0.0121  -0.583
H -2.5921 0.0937 -0.8488  0.089
H -2.2258 -2.1485 -1.3446  0.181
H -3.1930 -1.3395 0.4679  0.134
H -0.1496 0.3354 -1.0650  0.154
H -0.0367 1.3122 1.6349  0.161
H -1.6952 1.6116 0.9579  0.174
H 0.6402 2.0669 -0.6131  0.094
H 0.8036 -2.2502 0.7846  0.176
H 2.4367 -1.6113 -0.0670  0.165
N 1.4489 -1.5485 0.2838  0.182
O -0.9467 -1.0143 0.2801  -0.235
O -0.2338 2.2410 -0.2294  -0.043
O 2.1438 0.2773 -0.4201  0.050

Forces on atoms 1 to 3 (eV/Å):
C -0.45 -3.73 2.15
C 1.33 -9.78 -2.14
C -0.51 6.63 4.37

The value obtained for the gap between HOMO and LUMO is 10.37 eV. As for the multiplicity: 1. The net charge is 0. The energy relative to the best compared isomer or geometry (same formula, charge and spin) comes out at 617.2 kJ/mol.

=====

# 8
# C2H3N3O

An isolated molecule of C2H3N3O (wB97M-V/def2-TZVPD, the OMol25 dataset).

Last column: Löwdin charge in e.
Atoms and positions in Å:
O -1.7019 1.3402 0.0800  0.041
C -0.8678 0.1657 0.1766  -0.320
N 0.0281 0.7925 -0.5573  0.063
C 1.0822 0.0848 -0.5180  -0.193
N 0.8532 -0.9971 0.1893  -0.026
N -0.4136 -1.0553 0.7138  0.107
H -2.4422 1.0266 0.5699  0.067
H 1.9503 0.3794 -1.0134  0.113
H 1.5117 -1.7368 0.3591  0.148

Forces on atoms 1 to 3 (eV/Å):
O -3.04 -3.63 2.97
C 1.90 2.06 -1.16
N 2.99 0.22 -1.95

The value obtained for the gap between HOMO and LUMO is 10.40 eV. As for the multiplicity: 1. The net charge is 0. As for the SMILES: Oc1nc[nH]n1. The energy relative to the best compared isomer or geometry (same formula, charge and spin) comes out at 319.7 kJ/mol.

=====

Listing maximum force for the structures above in their given order: 2.13; 2.31; 2.94; 2.69; 6.42; 3.24; 10.09; 5.59 eV/A.
Listing E for the structures above in their given order: -3471.57874; -233.16434; -950.44977; -364.82362; -2432.16016; -1229.64897; -438.09399; -317.41054 Eh.